[1]
{"formula": "C38H43ClMnN2O2Si", "method": "wB97M-V/def2-TZVPD", "species": ["Mn", "Cl", "N", "N", "C", "C", "C", "C", "C", "C", "H", "H", "H", "H", "H", "H", "C", "C", "C", "C", "H", "H", "H", "H", "H", "H", "O", "H", "H", "O", "H", "H", "C", "C", "C", "H", "H", "C", "C", "H", "C", "C", "C", "C", "H", "C", "H", "H", "H", "H", "H", "H", "H", "H", "C", "C", "C", "C", "C", "C", "Si", "C", "C", "C", "C", "C", "C", "C", "C", "C", "C", "C", "C", "H", "H", "H", "H", "H", "H", "H", "H", "H", "H", "H", "H", "H", "H", "H"], "positions_angstrom": [[0.0000, 0.0000, 0.0000], [-0.9604, -2.0426, 0.9716], [1.8294, -0.7772, 0.5519], [-1.9513, 0.6407, -0.1788], [2.5266, -1.5422, -0.1969], [-2.6918, 0.3827, -1.1871], [2.4600, -0.7904, 1.9237], [3.2334, -2.1049, 1.8312], [1.4737, -0.7943, 3.0673], [3.4259, 0.3858, 2.0114], [0.7487, -1.5936, 2.9601], [0.9432, 0.1508, 3.1120], [2.0161, -0.9224, 4.0041], [4.1806, 0.3307, 1.2277], [3.9331, 0.3695, 2.9760], [2.8911, 1.3226, 1.9111], [-2.8361, 1.2257, 0.8959], [-4.1908, 0.7032, 0.4194], [-2.7832, 2.7443, 0.7790], [-2.5178, 0.7547, 2.2957], [-2.4770, -0.3280, 2.3453], [-3.2889, 1.1167, 2.9758], [-1.5645, 1.1542, 2.6245], [-3.0957, 3.0704, -0.2125], [-1.7778, 3.1040, 0.9609], [-3.4553, 3.1893, 1.5126], [-4.0171, 0.5152, -1.0143], [-5.0049, 1.4035, 0.5728], [-4.4342, -0.2685, 0.8482], [3.4781, -2.2744, 0.4045], [2.6435, -2.9583, 2.1642], [4.1923, -2.0819, 2.3379], [2.4152, -1.6388, -1.6599], [-2.2228, 0.0202, -2.5330], [-1.2067, -1.0876, -2.6009], [-1.7699, 0.9213, -2.9602], [-3.0926, -0.2032, -3.1369], [-0.0507, -1.0765, -1.8149], [1.0269, -1.8868, -2.1853], [0.5488, 0.8838, -1.1626], [0.8629, -2.8778, -3.1629], [-0.3592, -2.9789, -3.8065], [1.9638, -3.8231, -3.5497], [-1.3834, -2.0744, -3.5817], [-0.5005, -3.7587, -4.5445], [-2.6337, -2.1790, -4.4066], [-2.6039, -3.0724, -5.0252], [-2.7590, -1.3283, -5.0781], [-3.5311, -2.2412, -3.7913], [2.7903, -3.3145, -4.0481], [1.5895, -4.5749, -4.2399], [2.3783, -4.3502, -2.6907], [3.1091, -2.3970, -1.9991], [2.7671, -0.6850, -2.0658], [5.0249, 4.5981, 1.9083], [4.1991, 4.3455, 2.9950], [2.9411, 3.7773, 2.7980], [2.4634, 3.4495, 1.4979], [3.3368, 3.6908, 0.4186], [4.5978, 4.2672, 0.6236], [0.7074, 2.6326, 1.2677], [0.0453, 3.2015, 3.0584], [-0.2847, 2.3653, 4.1690], [-0.6848, 2.8788, 5.4052], [-0.7391, 4.2479, 5.6090], [-0.3701, 5.1054, 4.5795], [0.0254, 4.5925, 3.3368], [0.2005, 3.8979, -0.0994], [-0.6136, 5.0347, 0.1395], [-0.9116, 5.9410, -0.8786], [-0.4135, 5.7384, -2.1594], [0.3741, 4.6203, -2.4274], [0.6726, 3.7071, -1.4110], [6.0011, 5.0391, 2.0654], [4.5335, 4.5828, 3.9988], [2.3770, 3.5862, 3.6943], [3.0735, 3.4409, -0.5880], [5.2498, 4.4531, -0.2186], [-0.2591, 1.3047, 4.1623], [-0.9432, 2.2054, 6.2134], [-1.0409, 4.6394, 6.5724], [-0.3754, 6.1722, 4.7522], [0.3553, 5.3091, 2.6072], [-1.0492, 5.2429, 1.0964], [-1.5318, 6.8029, -0.6659], [-0.6413, 6.4469, -2.9449], [0.7580, 4.4601, -3.4257], [1.2887, 2.8611, -1.6625]], "atomic_forces_ev_per_a": [[0.12, -0.08, -0.32], [-0.13, -0.20, 0.30], [1.47, -0.34, 0.82], [-1.46, 0.86, 0.30], [-0.51, 0.65, 0.92], [0.47, 0.32, 1.02], [0.22, -0.48, -0.70], [0.09, -0.05, -0.26], [0.01, -0.07, -0.01], [-0.10, -0.22, 0.06], [-0.12, -0.09, -0.06], [-0.02, 0.09, -0.09], [0.10, 0.02, 0.13], [0.05, 0.01, -0.11], [0.05, 0.03, 0.13], [0.10, -0.17, 0.03], [-0.29, -0.41, -0.72], [0.00, 0.00, -0.30], [-0.11, -0.26, 0.11], [0.02, -0.08, -0.08], [0.02, -0.16, -0.05], [-0.06, 0.11, 0.10], [-0.05, -0.04, -0.11], [0.06, 0.03, -0.12], [-0.18, -0.05, 0.04], [-0.04, 0.06, 0.13], [-0.36, 0.04, 0.23], [-0.12, 0.07, -0.02], [0.02, -0.08, 0.05], [0.24, -0.18, 0.35], [-0.08, -0.05, 0.02], [0.13, -0.02, 0.02], [0.13, 0.01, -0.16], [-0.03, 0.09, -0.19], [0.31, -0.77, -0.34], [0.04, 0.07, 0.03], [-0.14, -0.04, -0.04], [0.30, 0.86, 0.04], [-0.59, -0.43, -0.50], [0.27, 0.32, -0.43], [0.02, 0.21, 0.20], [-0.01, -0.07, -0.05], [0.11, -0.13, -0.08], [0.05, 0.21, 0.22], [-0.02, -0.08, -0.08], [-0.14, -0.04, -0.13], [0.02, -0.11, -0.07], [-0.01, 0.09, -0.04], [-0.06, 0.01, 0.07], [0.07, 0.06, -0.02], [-0.06, -0.08, -0.08], [0.03, -0.02, 0.09], [0.10, -0.12, -0.01], [-0.01, 0.08, 0.02], [0.00, -0.03, -0.17], [-0.21, -0.16, -0.35], [0.66, 0.10, -0.82], [0.28, 0.04, 0.63], [0.59, 0.40, 1.10], [-0.42, -0.19, 0.34], [0.28, -0.47, 0.15], [-0.17, 0.51, 0.42], [-0.03, 1.42, -0.25], [0.23, 0.26, -0.37], [0.03, 0.09, -0.05], [0.08, -0.44, -0.26], [-0.47, -0.58, 0.88], [-0.67, 0.70, 0.36], [0.48, -0.13, -1.23], [0.21, -0.37, 0.08], [0.09, -0.16, -0.06], [-0.14, 0.07, 0.51], [-0.43, 0.82, 0.07], [0.05, 0.03, -0.05], [-0.01, 0.00, 0.00], [-0.35, -0.12, -0.05], [-0.28, -0.12, -0.33], [0.04, 0.00, -0.11], [0.13, -0.79, -0.59], [0.03, -0.07, -0.03], [-0.03, 0.06, 0.01], [0.02, 0.14, -0.06], [0.11, 0.03, -0.33], [-0.03, -0.16, 0.42], [-0.03, 0.04, 0.00], [-0.01, 0.02, -0.08], [0.03, -0.04, -0.08], [-0.01, -0.30, 0.08]], "spin_multiplicity": 5, "homo_energy_ev": [-3.39, -4.03], "gap_ev": [6.14, 6.77], "charge": -1, "total_energy_ev": -98901.3035}

[2]
{"formula": "C38H43F40NO8P3", "method": "wB97M-V/def2-TZVPD", "species": ["C", "C", "P", "C", "C", "C", "C", "N", "P", "O", "P", "O", "O", "C", "C", "C", "C", "C", "C", "C", "H", "H", "H", "H", "H", "H", "H", "H", "H", "H", "H", "H", "H", "H", "H", "H", "H", "H", "H", "H", "H", "H", "H", "C", "C", "C", "F", "F", "F", "F", "O", "C", "C", "F", "F", "F", "F", "H", "H", "H", "H", "C", "C", "C", "F", "F", "F", "F", "O", "C", "C", "F", "F", "F", "F", "H", "H", "H", "H", "C", "C", "C", "F", "F", "F", "F", "O", "C", "C", "F", "F", "F", "F", "H", "H", "H", "H", "C", "C", "C", "F", "F", "F", "F", "O", "C", "C", "F", "F", "F", "F", "H", "H", "H", "H", "C", "C", "C", "F", "F", "F", "F", "O", "C", "C", "F", "F", "F", "F", "H", "H", "H", "H"], "positions_angstrom": [[4.6997, -2.9181, 0.7017], [4.3689, -4.5226, 0.6713], [3.7147, -5.1409, -1.0558], [4.1780, -3.8113, -2.4027], [1.7919, -5.3768, -0.9956], [1.0038, -5.3786, -2.4380], [-0.5516, -5.0353, -1.9500], [-0.5538, -4.7754, -0.4450], [-1.7952, -3.4706, -0.1928], [-1.7179, -2.8993, 1.3132], [-1.1207, -6.3276, 0.2270], [-2.8741, -6.5181, 0.0134], [-0.4725, -7.7036, -0.6872], [0.8876, -4.3247, -0.1267], [1.1540, -2.7109, -0.2268], [1.5015, -1.8718, 1.1777], [1.7839, -0.2243, 1.1367], [1.7363, 0.6398, -0.2632], [1.3550, -0.1678, -1.6476], [1.0744, -1.7906, -1.5899], [4.1167, -2.2701, -0.0784], [4.3690, -2.5235, 1.7726], [5.8781, -2.7410, 0.6642], [5.4173, -5.0796, 0.7979], [3.7027, -4.9058, 1.5637], [4.0714, -4.2580, -3.4933], [3.5741, -2.8168, -2.2819], [5.3133, -3.5360, -2.1586], [1.7300, -6.3569, -0.3166], [1.4309, -4.4165, -2.9630], [1.2227, -6.4350, -2.8952], [-0.7769, -4.0312, -2.5404], [-1.2978, -5.8709, -2.3538], [-3.1523, -3.9492, -0.3510], [-1.6453, -2.3923, -1.1801], [-3.0761, -6.2015, -0.9356], [-1.1155, -7.9468, -1.4204], [1.0184, -4.5200, 1.0358], [1.5388, -2.4644, 2.2049], [2.0463, 0.3198, 2.1668], [1.9780, 1.7875, -0.2408], [1.3187, 0.4600, -2.6506], [0.8085, -2.3399, -2.6132], [1.2847, 3.6809, 5.8894], [-0.0495, 4.4427, 5.8886], [-1.0862, 3.9396, 4.8880], [-0.6488, 3.9729, 3.6131], [-2.2018, 4.7170, 4.9253], [0.1989, 5.7695, 5.7264], [-0.5836, 4.3215, 7.1463], [2.3412, 4.2386, 5.0988], [2.2867, 3.9367, 3.7058], [1.9651, 5.1588, 2.8346], [0.8365, 5.7913, 3.2396], [1.7658, 4.7991, 1.5387], [1.4254, 2.9079, 3.5157], [3.5166, 3.4551, 3.3785], [1.6629, 3.7288, 6.9161], [1.1535, 2.6092, 5.6955], [-1.3923, 2.9168, 5.1227], [2.7836, 5.8833, 2.8687], [5.4454, -0.3286, -7.3192], [4.3846, -1.3013, -6.7815], [4.2972, -1.3940, -5.2607], [5.4580, -1.7702, -4.6872], [3.3747, -2.3231, -4.8916], [4.5776, -2.5227, -7.3464], [3.1689, -0.8701, -7.2483], [6.7156, -0.8934, -7.6652], [7.6089, -1.1034, -6.5730], [7.8448, -2.5878, -6.2619], [6.6829, -3.2611, -6.0761], [8.5699, -2.7413, -5.1221], [7.1627, -0.4013, -5.5034], [8.7847, -0.5212, -6.9337], [5.0545, 0.0556, -8.2674], [5.5543, 0.5613, -6.6871], [3.9904, -0.4385, -4.8274], [8.3837, -3.0729, -7.0806], [3.6748, 9.9238, 2.2100], [2.6898, 10.8702, 1.5070], [2.1721, 12.0237, 2.3617], [1.5425, 11.6106, 3.4801], [1.2644, 12.7618, 1.6677], [1.6701, 10.1386, 0.9842], [3.3461, 11.4062, 0.4281], [3.1198, 8.7376, 2.7904], [2.5240, 8.9070, 4.0753], [0.9977, 8.7449, 4.0600], [0.4086, 9.5487, 3.1410], [0.4575, 9.0700, 5.2646], [2.9266, 10.0943, 4.5896], [3.0754, 7.9521, 4.8726], [4.3495, 9.5522, 1.4314], [4.3316, 10.4517, 2.9124], [2.9865, 12.6934, 2.6498], [0.7215, 7.7130, 3.8261], [-6.4279, -5.8286, -0.9412], [-6.1406, -4.7723, -2.0192], [-6.3490, -3.3244, -1.5843], [-7.6043, -3.0765, -1.1592], [-6.1283, -2.4771, -2.6254], [-6.8626, -5.0688, -3.1323], [-4.8267, -4.9176, -2.3858], [-7.7339, -6.4169, -0.9529], [-8.7572, -5.6461, -0.3255], [-9.7882, -5.0892, -1.3169], [-9.2040, -4.3943, -2.3238], [-10.6483, -4.2344, -0.7022], [-8.1762, -4.6846, 0.4323], [-9.3744, -6.4850, 0.5501], [-5.7535, -6.6664, -1.1474], [-6.1436, -5.4887, 0.0624], [-5.6529, -3.0512, -0.7871], [-10.3697, -5.8996, -1.7650], [-6.0603, 0.1262, 0.8695], [-6.3153, 0.5534, 2.3230], [-5.8461, 1.9609, 2.6802], [-4.5264, 2.1455, 2.4743], [-6.0621, 2.2156, 3.9989], [-5.7823, -0.3781, 3.1577], [-7.6705, 0.4958, 2.5282], [-4.8657, -0.6249, 0.6228], [-3.6730, 0.1475, 0.4978], [-2.6966, -0.0549, 1.6647], [-3.2878, 0.1545, 2.8666], [-1.6532, 0.8133, 1.5879], [-4.0119, 1.4458, 0.3083], [-3.0861, -0.2549, -0.6621], [-6.8702, -0.5626, 0.6071], [-6.1701, 0.9594, 0.1643], [-6.3946, 2.7133, 2.1077], [-2.2980, -1.0732, 1.6623]], "atomic_forces_ev_per_a": [[0.14, 0.35, 1.66], [1.01, 0.39, 0.12], [0.46, -0.25, -0.59], [0.26, 0.90, 0.52], [-1.21, 0.88, 1.54], [0.97, 0.08, 2.55], [0.86, 0.41, -4.37], [-1.36, 1.11, -4.19], [-0.92, 4.41, 6.26], [0.09, -2.72, -5.54], [-1.00, -5.45, 3.14], [3.28, 1.94, -2.83], [-2.51, 3.00, -0.31], [2.35, 1.01, 2.38], [0.37, 4.69, 0.20], [-0.31, 1.90, -3.46], [-0.62, -1.94, -2.86], [-0.87, -4.85, 0.31], [0.48, -1.62, 3.89], [0.70, 1.26, 2.17], [1.27, -1.40, 1.40], [0.72, -0.66, -2.26], [-2.71, -0.35, -0.24], [-2.45, 1.02, -0.37], [1.14, 0.89, -1.88], [0.29, 0.90, 2.49], [1.09, -1.83, -0.43], [-2.42, -0.75, -0.73], [-0.17, 1.71, -1.98], [-0.89, -2.35, 0.47], [-0.86, 2.38, 0.35], [0.02, -2.07, 1.39], [1.41, 1.89, 1.26], [1.25, -0.41, -0.52], [0.31, -1.47, 0.49], [-0.24, -0.84, 1.74], [1.07, 0.12, 1.05], [-0.30, 0.25, -2.41], [-0.08, 1.49, -2.41], [-0.69, -1.35, -2.61], [-0.62, -2.55, -0.12], [-0.02, -1.76, 2.27], [0.70, 1.43, 2.35], [0.63, -0.35, 0.77], [0.61, 0.77, 0.38], [-1.24, 0.02, -0.17], [-0.37, -0.06, 0.20], [0.32, -0.02, 0.30], [-0.22, -0.34, -0.10], [-0.03, -0.39, -0.57], [-0.89, -0.17, -1.82], [0.34, -1.03, 2.03], [0.00, 0.80, -0.49], [0.55, -0.27, -0.12], [0.18, -0.36, 0.35], [0.67, 0.16, -0.61], [-0.49, 0.59, -0.19], [-0.08, 0.26, -0.20], [-0.17, 0.34, -0.15], [0.14, -0.04, 0.13], [0.09, -0.18, 0.12], [0.16, 0.70, -0.76], [0.37, -0.48, -1.06], [-0.33, -0.10, 0.71], [-0.63, 0.06, 0.12], [-0.28, 0.01, -0.35], [-0.16, 0.29, 0.42], [0.22, 0.16, 0.58], [0.29, -0.61, 1.77], [-0.61, 1.85, -1.00], [0.24, -0.95, 0.12], [0.43, 0.12, -0.32], [-0.13, 0.48, -0.29], [0.80, -0.30, -0.15], [-0.46, -0.79, 0.18], [0.03, -0.32, 0.09], [-0.05, -0.39, 0.08], [0.03, 0.10, -0.16], [0.00, 0.25, -0.05], [0.92, -0.44, -0.28], [-0.28, -0.91, -0.50], [-0.55, 1.05, 0.02], [0.12, 0.42, -0.32], [0.27, -0.26, -0.21], [0.20, 0.35, 0.19], [0.00, 0.20, 0.59], [-1.08, 0.79, 1.18], [1.83, 0.40, -0.56], [-1.12, -0.21, -0.03], [0.23, -0.54, 0.16], [0.60, -0.06, -0.11], [-0.27, -0.84, 0.37], [-0.64, 0.10, -0.36], [-0.33, 0.00, 0.00], [-0.41, 0.01, -0.08], [0.15, -0.13, -0.06], [0.27, 0.24, 0.12], [0.18, -0.93, 0.37], [-1.29, -0.84, -0.61], [-0.02, 1.15, -0.25], [0.68, 0.20, -0.16], [0.23, -0.38, -0.01], [0.45, 0.34, 0.47], [0.50, 0.28, 0.35], [-0.53, 1.63, 0.21], [1.41, -1.01, 1.01], [-0.82, 0.37, -0.66], [-0.22, -0.51, 0.21], [0.48, -0.43, 0.21], [-0.74, -0.38, 0.03], [0.01, 0.50, -0.83], [-0.23, 0.07, -0.21], [-0.18, 0.20, -0.27], [0.08, -0.12, 0.13], [0.14, -0.11, 0.19], [-0.71, -0.41, -0.72], [0.06, -1.03, 0.23], [-0.16, 0.94, 0.83], [-0.37, 0.20, 0.19], [-0.18, -0.35, -0.25], [-0.09, 0.39, -0.15], [0.43, 0.47, -0.27], [1.33, 1.17, 0.41], [-1.92, 0.32, -0.57], [0.58, -0.38, 0.87], [0.17, -0.31, -0.43], [-0.27, 0.07, -0.45], [0.79, -0.64, -0.32], [0.26, -0.25, 0.41], [0.17, -0.02, 0.25], [0.18, -0.06, 0.36], [-0.08, -0.13, -0.13], [-0.18, 0.19, -0.21]], "homo_energy_ev": -10.79, "gap_ev": 7.12, "charge": 1, "total_energy_ev": -194518.7157}